Formula: C2H2N4O2
Source: the Open Molecules 2025 dataset
Level of theory: wB97M-V/def2-TZVPD

```
10
Properties=species:S:1:pos:R:3:forces:R:3
C -0.50208 -0.41083 0.11024 1.8459 -1.6605 -3.2232
C 1.85455 -0.82300 -0.11513 -3.7452 0.2264 2.3593
H -2.13918 1.00058 0.00000 -0.2461 1.1854 -0.3458
H 2.64716 -1.67234 -0.19830 -0.7927 2.4145 -0.2184
N -1.72093 -0.79338 0.26920 0.0264 1.1641 -0.3007
N 0.58994 -1.30226 -0.41268 2.3643 2.6107 3.0217
N 0.85966 1.55110 -0.25778 -4.6515 -5.0206 0.2520
N -0.21479 0.91988 -0.39120 5.0710 4.3574 1.3232
O -2.69719 0.23148 0.09910 1.4707 -1.8738 0.8804
O 2.04470 0.44944 0.62275 -1.3430 -3.4035 -3.7485
```
Positions in Å, forces in eV/Å.

Calculated values
- ΔE to the lowest compared entry with this formula, charge and spin: 796.2 kJ/mol
- E_HOMO: -0.3799 Eh
- Total charge: 0
- Lowest unoccupied orbital energy: -1.89 eV

Löwdin population analysis, charges in e, atoms 1 to 2:
1 C -0.35
2 C -0.14

Formula: C2H2N4O2
Source: the Open Molecules 2025 dataset
Level of theory: wB97M-V/def2-TZVPD

```
10
Properties=species:S:1:pos:R:3:forces:R:3
C -1.04729 -0.31752 0.11785 -0.3216 -1.8640 -0.2106
C 1.20597 -0.31293 0.02549 3.0182 -4.6019 1.3402
H -1.63809 -1.76921 -0.21309 -1.7290 -1.5795 -0.4627
H 1.85134 1.61998 -0.33330 -2.2395 -0.5392 0.1145
N -1.29644 0.91059 0.41546 4.1101 7.6236 -1.2983
N -0.21849 1.74857 0.04357 -0.9319 -4.6117 1.5941
N 0.94203 1.05959 -0.21095 1.7240 1.9330 0.3673
N 0.03778 -1.01586 -0.00248 0.8136 0.7050 -0.0267
O -2.16750 -0.95758 -0.08461 0.3154 -1.8214 -0.0210
O 2.33067 -0.96563 0.24206 -4.7593 4.7561 -1.3968
```
Positions in Å, forces in eV/Å.

Calculated values
- ΔE to the lowest compared entry with this formula, charge and spin: 406.4 kJ/mol
- Structure (SMILES): O=c1nc(O)nn[nH]1
- E_HOMO: -0.3883 Eh
- Total charge: 0
- Lowest unoccupied orbital energy: -1.83 eV

Löwdin population analysis, charges in e, atoms 1 to 2:
1 C -0.59
2 C -0.43

Formula: C2H2N4OS
Source: the Open Molecules 2025 dataset
Level of theory: wB97M-V/def2-TZVPD

```
10
Properties=species:S:1:pos:R:3:forces:R:3
C -0.68772 0.03868 0.82283 -0.3367 0.4489 1.9549
C 0.87610 0.09677 -0.74016 1.4395 0.6671 -1.4234
H -0.61056 1.34219 2.73492 -0.7759 -0.8317 -0.2841
H 2.21558 -0.03671 -2.07375 -0.0548 -0.2647 -0.6988
N -1.51726 -0.94705 0.14031 0.5564 1.9108 2.3168
N -1.19809 -1.18256 -0.97271 0.5421 -1.8762 -3.6263
N 1.99991 0.44262 -1.22221 -0.9456 -0.1327 1.5096
N 0.41113 0.59764 0.47436 -1.3796 -1.2558 -0.4169
O 0.04049 -0.72593 -1.50382 -0.2865 0.3983 0.8584
S -1.52960 0.37435 2.34020 1.2411 0.9360 -0.1902
```
Positions in Å, forces in eV/Å.

Calculated values
- ΔE to the lowest compared entry with this formula, charge and spin: 167.0 kJ/mol
- Structure (SMILES): [H]/N=c1/nc(S)nno1
- E_HOMO: -0.3700 Eh
- Total charge: 0
- Lowest unoccupied orbital energy: -1.00 eV

Löwdin population analysis, charges in e, atoms 1 to 2:
1 C -0.69
2 C -0.49

Formula: C2H2N8OS
Source: the Open Molecules 2025 dataset
Level of theory: wB97M-V/def2-TZVPD

```
14
Properties=species:S:1:pos:R:3:forces:R:3
C -2.50893 -1.36141 -0.77502 -0.5039 2.4703 -1.2284
C 2.76342 -0.18364 0.05314 1.8375 -1.9130 -2.8457
N -2.23808 -1.65356 0.51020 -0.2578 -1.2292 0.0269
N 2.74199 0.10879 1.35360 0.9317 -0.2290 0.3224
N -1.98913 -0.14319 -1.05388 -0.6468 -1.7811 -0.5574
N 1.84078 0.36369 -0.69814 0.1492 0.1281 2.9428
N -1.51366 -0.78604 1.02723 1.6024 2.0347 0.8521
N 1.78563 0.88310 1.55798 -2.8611 1.1220 -1.0783
N -1.33543 0.24700 0.04459 -1.8892 -3.1550 -0.6491
N 1.17859 1.04742 0.28672 0.2498 -0.4609 -0.9356
O -0.71089 2.74213 0.10648 -0.3125 -0.2389 -0.5045
S -0.31572 1.52099 -0.54396 0.7198 1.9708 2.0732
H -3.20262 -1.93936 -1.45777 1.2525 0.8912 1.0631
H 3.50407 -0.84591 -0.41118 -0.2716 0.3901 0.5187
```
Positions in Å, forces in eV/Å.

Calculated values
- ΔE to the lowest compared entry with this formula, charge and spin: 0.0 kJ/mol
- E_HOMO: -0.4018 Eh
- Total charge: 0
- Lowest unoccupied orbital energy: -0.65 eV

Löwdin population analysis, charges in e, atoms 1 to 2:
1 C -0.17
2 C -0.25

Formula: C2H2NO2P2
Source: the Open Molecules 2025 dataset
Level of theory: wB97M-V/def2-TZVPD

```
9
Properties=species:S:1:pos:R:3:forces:R:3
C 0.37636 -1.03294 -0.17051 2.5406 0.0264 0.5495
C -2.07677 1.14765 -0.09812 1.4229 1.0721 0.6603
N -0.86565 1.12540 0.07869 -5.2629 1.2845 -1.1858
O 3.00669 -1.01934 -0.00564 0.9298 0.8718 0.8050
O -3.24497 1.36001 -0.25205 1.4547 -0.6604 -0.0805
P 0.29888 0.27106 0.93452 0.9590 0.8406 1.6496
P 1.82477 -1.75029 -0.53885 -0.3897 -1.7728 -1.4598
H -0.57212 -1.29873 -0.42368 -2.3535 -1.4148 -1.0300
H 1.25282 1.19719 0.47565 0.6991 -0.2474 0.0917
```
Positions in Å, forces in eV/Å.

Calculated values
- ΔE to the lowest compared entry with this formula, charge and spin: 67.1 kJ/mol
- Structure (SMILES): O=C=NP/C=P\[O-]
- E_HOMO: -0.1306 Eh
- Total charge: -1
- Lowest unoccupied orbital energy: 3.48 eV

Löwdin population analysis, charges in e, atoms 1 to 2:
1 C -0.79
2 C -0.40

Formula: C2H2NO2S
Source: the Open Molecules 2025 dataset
Level of theory: wB97M-V/def2-TZVPD

```
8
Properties=species:S:1:pos:R:3:forces:R:3
C 0.58912 -1.05323 0.33802 0.6125 0.1992 -1.9673
C -0.29567 0.02662 -0.04842 0.0539 -2.2551 0.2711
N -0.68051 -1.07382 -0.57640 0.8969 1.8617 0.2589
O 3.08256 0.87694 -0.66617 -0.0104 1.2725 -0.9114
O 1.83559 -1.39661 -0.10958 0.3789 0.9945 -0.6090
S 3.20943 -0.23553 0.31716 -0.8545 -1.5292 0.6624
H 0.40598 -1.65745 1.13571 -0.9727 -1.0802 2.8008
H -0.66120 0.99882 0.21382 -0.1047 0.5366 -0.5055
```
Positions in Å, forces in eV/Å.

Calculated values
- ΔE to the lowest compared entry with this formula, charge and spin: 419.1 kJ/mol
- Structure (SMILES): [O-]SO[C@H]1C=N1
- E_HOMO: -0.0677 Eh
- Total charge: -1
- Lowest unoccupied orbital energy: 4.09 eV

Löwdin population analysis, charges in e, atoms 1 to 2:
1 C -0.47
2 C -0.12

Formula: C2H2NO2S
Source: the Open Molecules 2025 dataset
Level of theory: wB97M-V/def2-TZVPD

```
8
Properties=species:S:1:pos:R:3:forces:R:3
C -2.11755 -0.49972 0.40467 0.3951 0.1713 -0.1626
C -1.15950 0.11350 -0.01434 -0.7119 -1.2948 0.6461
N -0.04864 0.60645 -0.47447 0.5806 -0.7747 -1.0180
O 2.64020 0.45631 -0.92584 -0.6297 0.7068 -0.6291
O 1.84896 -1.28784 0.48444 -1.3066 0.5486 -0.1543
S 1.73658 0.15515 0.18613 1.8122 -0.6450 1.3289
H -2.77216 -1.12337 0.92914 -0.6468 -0.1913 0.2742
H -0.12788 1.57952 -0.58973 0.5071 1.4792 -0.2852
```
Positions in Å, forces in eV/Å.

Calculated values
- ΔE to the lowest compared entry with this formula, charge and spin: 274.4 kJ/mol
- E_HOMO: -0.1326 Eh
- Total charge: -1
- Lowest unoccupied orbital energy: 4.08 eV

Löwdin population analysis, charges in e, atoms 1 to 2:
1 C 0.02
2 C -0.41

Formula: C2H2NO3
Source: the Open Molecules 2025 dataset
Level of theory: wB97M-V/def2-TZVPD

```
8
Properties=species:S:1:pos:R:3:forces:R:3
C -1.86890 -0.32559 0.30765 -8.0136 -2.2947 3.5911
C 2.16480 0.41640 -0.30033 2.1452 3.3588 -0.8179
N -0.77507 0.00419 -0.21296 7.6598 0.1762 -1.3223
O 3.10692 -0.09590 0.22240 -1.4952 -1.9792 0.6734
O 2.00014 1.42177 -0.94856 -1.7741 -1.3146 0.2716
O 0.45549 -0.55070 -0.12284 -1.4847 0.5000 -0.4944
H -2.34647 -1.12583 1.09988 2.4626 1.8112 -1.7405
H -2.73691 0.25567 -0.04524 0.4998 -0.2578 -0.1611
```
Positions in Å, forces in eV/Å.

Calculated values
- 2S+1: 3
- ΔE to the lowest compared entry with this formula, charge and spin: 245.5 kJ/mol
- <S²>: 2.0079
- E_HOMO (spin up / spin down): -0.0094 / -0.1691 Eh
- Total charge: -1
- Lowest unoccupied orbital energy (spin up / spin down): 4.11 / 3.26 eV

Löwdin population analysis, charges in e, atoms 1 to 2:
1 C -0.29
2 C -0.54